# C39H28AuI2N2OP2Te

C39H28AuI2N2OP2Te as an isolated structure (ωB97M-V/def2-TZVPD, the Open Molecules 2025 dataset).

**Net charge**: +1
**E_tot**: -3369.29473 Ha
**Gap between HOMO and LUMO**: 4.685 eV

The geometry in XYZ format:
```
76
Properties=species:S:1:pos:R:3:lowdin_charge:R:1
Au 0.66665 0.31128 2.32064 0.777
Te 2.25417 1.33537 -1.47961 1.333
C 2.83233 0.30886 -3.22528 -0.566
C 2.81432 -1.07394 -3.32563 -0.112
C 3.19787 -1.64793 -4.53048 -0.129
N 3.60342 -0.94925 -5.58712 0.075
C 3.64032 0.37368 -5.46662 -0.136
C 3.25460 1.05331 -4.31761 -0.141
C 0.57355 0.13032 -0.93577 -0.867
P -0.85852 0.60195 -1.57658 1.059
C -2.45760 0.30508 -0.90719 -0.352
C -2.67758 0.35784 0.47161 -0.066
C -3.96363 0.18887 0.95423 -0.037
C -5.01133 -0.03703 0.07277 -0.030
C -4.79195 -0.08544 -1.30173 -0.052
C -3.51763 0.09391 -1.80145 -0.075
C -0.92908 1.55165 -3.06628 -0.386
C -0.23894 1.13039 -4.20424 -0.088
C -0.33392 1.87536 -5.36688 -0.048
C -1.10491 3.03034 -5.38899 -0.040
C -1.79788 3.44361 -4.25710 -0.049
C -1.72382 2.70112 -3.09237 -0.069
P 0.75661 -0.97931 0.51615 0.764
C -0.62099 -2.14058 0.37923 -0.399
C -0.99057 -2.71945 -0.83679 -0.130
C -2.06178 -3.59403 -0.89137 -0.063
C -2.76607 -3.89989 0.26848 -0.055
C -2.40244 -3.32841 1.47764 -0.049
C -1.33532 -2.44217 1.53592 -0.087
C 2.26296 -1.95297 0.23642 -0.383
C 2.23052 -3.24186 -0.29613 -0.088
C 3.41068 -3.94436 -0.48957 -0.065
C 4.62743 -3.36968 -0.15215 -0.059
C 4.66399 -2.10185 0.41159 -0.061
C 3.48642 -1.40278 0.62118 -0.138
H 2.52224 -1.70221 -2.49606 0.078
H 3.18398 -2.72630 -4.64556 0.113
H 3.98270 0.92608 -6.33460 0.113
H 3.27425 2.13571 -4.29785 0.098
H -1.87409 0.54223 1.17700 0.070
H -4.13062 0.23648 2.02220 0.063
H -6.01379 -0.17130 0.45790 0.118
H -5.61641 -0.25809 -1.97976 0.115
H -3.34229 0.07245 -2.86966 0.115
H 0.35952 0.22881 -4.18144 0.100
H 0.19106 1.55165 -6.25535 0.118
H -1.17373 3.61125 -6.29914 0.118
H -2.39807 4.34254 -4.28454 0.117
H -2.27174 3.01167 -2.21136 0.120
H -0.44429 -2.48578 -1.74496 0.105
H -2.34726 -4.04094 -1.83463 0.111
H -3.60355 -4.58373 0.22393 0.112
H -2.95659 -3.55634 2.37831 0.117
H -1.08390 -1.96093 2.47513 0.086
H 1.29018 -3.71129 -0.54735 0.095
H 3.37666 -4.94608 -0.89687 0.112
H 5.54620 -3.92017 -0.30525 0.113
H 5.60863 -1.66489 0.70630 0.113
H 3.50871 -0.43195 1.09829 0.066
I -4.02367 0.35075 5.21571 0.928
C -2.22867 1.36764 5.48217 -0.646
C -2.09289 2.22128 6.58592 -0.231
C -0.92914 2.89946 6.82569 -0.681
I -0.82304 4.15381 8.48957 0.932
C 0.17082 2.73207 5.94836 -0.207
C 1.42182 3.36489 6.10878 -0.028
C 2.43430 3.13683 5.21951 -0.038
C 2.20900 2.26768 4.14799 -0.131
N 1.05168 1.66378 3.96479 -0.047
C 0.02245 1.86994 4.83505 -0.142
C -1.20949 1.15742 4.55823 -0.477
O -1.30788 0.39463 3.52973 -0.262
H -2.93184 2.33983 7.25815 0.077
H 1.56940 4.03088 6.94834 0.062
H 3.39929 3.60954 5.33093 0.112
H 2.98817 2.05870 3.42749 0.103
```